Density functional theory data (ωB97M-V with the def2-TZVPD basis set) for C23H26N5OS2Tc as an isolated structure at a distorted geometry.

XYZ file:
```
58
Properties=species:S:1:pos:R:3:forces:R:3
Tc 0.09934 1.16981 0.42017 0.11 -0.99 -0.07
C -0.54875 -3.12872 -1.41801 -0.04 -0.07 -0.08
N 0.13139 -0.36336 -1.19061 -0.25 1.21 0.60
C 1.34167 0.10295 -1.97427 0.02 -0.39 -0.39
C 2.51064 0.42208 -1.07903 -0.12 0.01 -0.01
C 3.81048 0.14775 -1.44502 0.00 0.02 -0.04
C 4.84305 0.58710 -0.62162 0.02 0.00 0.02
C 4.53499 1.28620 0.53329 0.02 0.01 -0.02
C 3.20480 1.51993 0.83713 0.00 -0.12 -0.06
N 2.20868 1.07921 0.05651 -0.03 0.32 0.32
C -1.19468 -0.16695 -1.87478 0.04 -0.36 -0.32
C -2.32423 0.20865 -0.95132 0.15 -0.03 -0.02
C -3.62846 -0.13961 -1.23551 0.00 -0.01 -0.02
C -4.64595 0.36751 -0.43417 -0.03 0.01 0.02
C -4.32081 1.20509 0.62080 -0.02 -0.01 -0.03
C -2.98852 1.49999 0.84803 0.00 -0.11 -0.05
N -2.00469 1.00017 0.08532 0.02 0.36 0.37
C -0.22256 -1.83535 1.07491 0.07 0.10 -0.13
C -0.70470 -2.93819 1.73617 -0.04 0.02 0.07
C -1.02636 -2.77201 3.08528 0.00 -0.04 -0.03
C -0.81464 -1.54457 3.68353 0.02 0.03 0.01
C -0.33196 -0.49286 2.91601 -0.05 -0.07 -0.02
N -0.05133 -0.62281 1.61209 -0.08 0.29 0.22
H -0.37160 -2.94640 -2.48122 0.01 -0.01 0.00
H -1.59346 -2.95591 -1.16879 -0.02 -0.02 -0.04
H 1.00954 0.99494 -2.50441 0.03 0.06 0.04
H 1.63972 -0.63633 -2.72233 -0.09 -0.01 -0.04
H 4.01981 -0.38078 -2.36616 0.01 0.00 0.02
H 5.87321 0.38918 -0.88793 -0.01 0.01 0.01
H 5.30881 1.65525 1.19204 -0.01 -0.01 -0.01
H 2.92043 2.07082 1.72405 -0.01 -0.02 0.01
H -1.47876 -1.04498 -2.45292 0.07 0.02 -0.09
H -1.02917 0.63145 -2.59853 -0.01 0.09 0.07
H -3.85369 -0.77716 -2.08150 -0.01 0.02 0.01
H -5.67826 0.11793 -0.64230 0.01 0.00 0.01
H -5.08300 1.63073 1.25866 0.01 -0.01 -0.01
H -2.68829 2.15268 1.65768 0.01 0.00 0.00
H -0.83306 -3.89465 1.24889 0.03 -0.01 0.01
H -1.41949 -3.60633 3.65190 0.01 0.01 0.00
H -1.02345 -1.38646 4.73265 0.00 -0.01 0.00
H -0.16271 0.48491 3.34890 -0.04 0.02 -0.01
C -0.20743 6.53834 0.69974 0.00 -0.02 -0.01
C -0.06313 5.75120 -0.61150 0.01 -0.20 0.06
C 0.00361 4.30492 -0.38257 0.00 0.32 -0.05
N 0.05651 3.17365 -0.19069 -0.01 -0.09 -0.30
H -0.20124 7.59924 0.46141 -0.01 0.00 0.01
H 0.62030 6.33536 1.37676 0.00 0.01 -0.01
H -1.14577 6.30487 1.19923 0.01 0.00 0.00
H 0.84340 6.03450 -1.14950 0.03 -0.02 0.00
H -0.90701 5.93183 -1.28004 -0.01 -0.01 -0.01
C 1.69276 -5.84381 -0.22294 -0.04 0.09 -0.06
O 1.08751 -4.55482 -0.55257 -0.05 -0.10 0.07
C -0.12680 -4.56603 -1.09346 0.20 0.26 0.00
S -1.09093 -5.78472 -1.45490 -0.10 -0.14 0.01
S 0.49109 -1.92023 -0.54978 0.18 -0.37 -0.03
H 2.60175 -5.59930 0.31334 0.02 -0.01 0.00
H 1.90715 -6.37569 -1.14605 0.00 -0.02 0.00
H 1.00421 -6.42020 0.38992 0.01 0.00 0.02
```
Forces are in eV/Å.

HOMO energy (spin up / spin down): -16.91 / -16.88 eV
2S+1: 2
orbital gap (spin up / spin down): 7.583 / 7.271 eV
LUMO energy (spin up / spin down): -9.329 / -9.609 eV
charge: +3

Atomic partial charges in e from the Löwdin method, atoms 1 to 2:
1 Tc 1.25
2 C -0.29

Density functional theory data (ωB97M-V with the def2-TZVPD basis set) for C28H26F6IN4O9S3TeW as an isolated structure at a distorted geometry.

XYZ file:
```
79
Properties=species:S:1:pos:R:3:forces:R:3
W -1.08648 -0.30367 -0.12180 -1.02 1.45 -0.43
O -3.38248 2.74098 -1.00681 0.15 0.03 0.03
S -3.21005 1.49498 -0.33087 0.21 0.45 -0.11
O -4.30092 0.97267 0.42697 -0.05 0.06 -0.09
O -1.91158 1.49146 0.52965 0.09 -0.40 0.57
O -2.64852 0.41371 -1.30821 0.16 -0.45 0.27
F -3.59186 -2.16939 -2.26750 0.07 0.04 0.06
C -4.38539 -2.21265 -1.21715 -0.01 -0.08 -0.13
F -5.11867 -1.13083 -1.13360 0.08 -0.01 0.08
F -5.18327 -3.27597 -1.34287 0.00 0.02 0.00
S -3.48925 -2.56862 0.40681 0.39 -0.08 0.83
O -2.54221 -1.53042 0.93123 -0.54 0.45 -0.74
O -4.56936 -2.81833 1.29509 0.00 0.10 0.08
N -2.73613 -3.91192 0.07981 0.15 -0.14 -0.63
S -1.18636 -4.12416 -0.17622 -0.59 -0.35 0.40
O -0.92339 -5.51135 0.61257 -0.06 0.36 -0.13
O -1.20249 -1.63020 -1.19325 0.51 -0.63 -0.67
C -1.20894 -5.00951 -1.83396 0.07 -0.10 0.09
F -2.23787 -5.83064 -1.89927 0.01 -0.04 0.00
F -0.07416 -5.69585 -1.94179 -0.02 0.05 -0.02
F -1.27811 -4.12441 -2.80843 -0.06 0.10 0.07
I -4.05560 -0.15758 7.28036 0.01 0.01 -0.02
C -3.03205 0.23117 5.53403 -0.04 -0.04 0.03
C -1.84842 0.91682 5.40905 0.01 0.03 -0.03
N -1.56265 0.91266 4.09014 0.05 0.00 -0.01
N -2.47448 0.27239 3.35937 -0.16 -0.17 -0.03
C -3.38163 -0.15026 4.22133 0.05 0.07 0.08
H -1.21952 1.39489 6.13997 0.00 -0.01 0.00
H -0.76039 1.29392 3.61554 0.00 -0.01 -0.02
H -4.24570 -0.69650 3.87853 0.00 0.00 0.00
C 3.76142 2.35814 -6.57746 0.00 -0.01 0.00
C 3.14568 2.16361 -5.21987 -0.03 -0.01 -0.02
C 3.92742 2.10037 -4.07888 0.02 -0.02 0.03
C 3.37198 1.94415 -2.81052 0.07 -0.09 0.05
C 4.27478 1.87247 -1.61581 0.02 0.08 0.03
C 1.98906 1.84881 -2.71746 -0.63 0.59 -0.02
Te 0.98639 1.62519 -0.85397 0.33 -1.00 0.12
N -0.13678 -0.30684 1.51592 -0.23 -0.55 0.65
C 0.56240 -1.39129 1.15649 0.67 -0.08 -0.40
O 0.95976 -1.41412 -0.05605 0.40 -0.03 0.23
C 0.63196 -2.66603 1.88671 0.01 0.01 0.11
C -0.46945 -3.03108 2.71256 0.07 0.04 0.02
C -0.84285 -4.32912 2.77885 0.00 -0.04 0.00
C -0.16687 -5.34039 1.91032 0.23 -0.01 0.19
C 1.24101 -4.97049 1.56700 -0.09 0.05 0.00
C 1.56874 -3.66874 1.46800 -0.06 0.01 0.07
C 1.12017 3.03197 0.71236 -0.30 0.47 -0.33
C 0.10999 3.99320 0.71222 0.10 0.01 0.03
C -0.01875 4.86231 1.78390 0.00 0.04 -0.03
C 0.86383 4.76633 2.84613 0.00 -0.01 0.01
C 1.85327 3.79472 2.84351 0.00 0.02 0.00
C 2.00502 2.89908 1.78666 -0.07 -0.17 -0.02
C 3.03884 1.81465 1.88947 -0.02 -0.05 0.00
C 1.15354 1.89174 -3.84625 0.13 -0.11 -0.06
C -0.34055 1.72222 -3.79138 0.00 0.06 0.03
C 1.76709 2.04149 -5.08323 -0.01 -0.01 0.00
H 4.84896 2.34078 -6.52544 0.00 0.00 0.00
H 3.45831 3.31600 -7.00363 0.00 0.00 0.00
H 3.43987 1.57746 -7.26789 0.00 0.00 0.00
H 5.00585 2.17078 -4.16652 0.00 0.01 0.01
H 5.30900 1.72719 -1.92421 -0.01 -0.01 0.00
H 3.98222 1.04868 -0.96387 0.00 -0.01 0.01
H 4.22988 2.79768 -1.03619 -0.02 -0.01 0.05
H -1.03690 -2.24867 3.20526 -0.04 0.02 -0.06
H -1.68866 -4.64255 3.37559 -0.06 0.01 -0.06
H -0.26000 -6.34553 2.31162 0.07 0.00 0.02
H 1.92951 -5.75667 1.28886 -0.03 0.00 -0.08
H 2.52033 -3.35651 1.05749 -0.02 0.00 -0.04
H -0.58954 4.04218 -0.11062 -0.02 0.00 0.01
H -0.80861 5.60112 1.78360 0.00 -0.01 0.01
H 0.77745 5.44106 3.68816 0.00 -0.01 0.00
H 2.52492 3.71391 3.68971 0.01 0.00 0.00
H 3.56757 1.88814 2.83855 -0.01 -0.01 0.01
H 3.77257 1.87418 1.09041 0.04 0.01 -0.06
H 2.56932 0.83025 1.82912 0.01 0.01 -0.01
H -0.62033 0.73836 -3.40747 -0.01 0.01 -0.01
H -0.76502 1.81767 -4.78899 0.00 0.01 0.00
H -0.81667 2.46004 -3.14340 0.00 0.00 0.01
H 1.14081 2.06874 -5.96810 0.01 0.00 -0.01
```
Forces are in eV/Å.

HOMO energy (spin up / spin down): -8.37 / -8.42 eV
energy above the lowest of the compared OMol25 structures with the same formula, charge and spin: 136.6 kcal per mole
2S+1: 2
orbital gap (spin up / spin down): 7.242 / 5.892 eV
LUMO energy (spin up / spin down): -1.127 / -2.529 eV

Atomic partial charges in e from the Löwdin method, atoms 1 to 2:
1 W 1.62
2 O -0.27

Density functional theory data (ωB97M-V with the def2-TZVPD basis set) for C2H2Cl2S as an isolated structure at a distorted geometry.

XYZ file:
```
7
Properties=species:S:1:pos:R:3:forces:R:3
C 1.25269 1.04602 0.44980 1.74 -4.46 -0.09
C -1.76861 -0.85941 0.01931 0.14 -0.18 0.33
S 2.58227 0.26893 -0.11522 -1.01 0.91 0.39
Cl -2.15215 -0.35145 -1.52827 -0.28 0.79 -0.80
Cl -1.55193 -2.53613 -0.07732 0.17 -0.61 0.46
H 1.09723 2.03553 0.28287 -0.61 2.81 -0.30
H 0.54050 0.39650 0.96883 -0.16 0.75 0.00
```
Forces are in eV/Å.

HOMO energy: -8.89 eV
energy above the lowest of the compared OMol25 structures with the same formula, charge and spin: 82.6 kcal per mole
orbital gap: 7.680 eV
LUMO energy: -1.207 eV

Atomic partial charges in e from the Löwdin method, atoms 1 to 2:
1 C -0.53
2 C -1.02

Density functional theory data (ωB97M-V with the def2-TZVPD basis set) for a 2-piece molecular cluster, HNO2 overall at a distorted geometry.

XYZ file:
```
4
Properties=species:S:1:pos:R:3:forces:R:3
N -0.03482 -0.19935 0.05178 0.95 4.88 -1.27
O 1.08778 -0.53878 -0.06220 0.47 -1.02 0.16
O -1.03725 -0.72632 0.33071 -0.82 -0.48 0.25
H -0.01571 1.46446 -0.32029 -0.60 -3.38 0.86
```
Forces are in eV/Å.

HOMO energy: -10.66 eV
energy above the lowest of the compared OMol25 structures with the same formula, charge and spin: 64.1 kcal per mole
orbital gap: 9.567 eV
LUMO energy: -1.093 eV

Atomic partial charges in e from the Löwdin method, atoms 1 to 2:
1 N -0.39
2 O 0.05

Repeat the fourth record exactly.
Density functional theory data (ωB97M-V with the def2-TZVPD basis set) for a 2-piece molecular cluster, HNO2 overall at a distorted geometry.

XYZ file:
```
4
Properties=species:S:1:pos:R:3:forces:R:3
N -0.03482 -0.19935 0.05178 0.95 4.88 -1.27
O 1.08778 -0.53878 -0.06220 0.47 -1.02 0.16
O -1.03725 -0.72632 0.33071 -0.82 -0.48 0.25
H -0.01571 1.46446 -0.32029 -0.60 -3.38 0.86
```
Forces are in eV/Å.

HOMO energy: -10.66 eV
energy above the lowest of the compared OMol25 structures with the same formula, charge and spin: 64.1 kcal per mole
orbital gap: 9.567 eV
LUMO energy: -1.093 eV

Atomic partial charges in e from the Löwdin method, atoms 1 to 2:
1 N -0.39
2 O 0.05